1.
Entry from OMol25: an isolated molecule of C2H7N2OPS (wB97M-V/def2-TZVPD).

Geometry as ORCA input:
```
! RIJCOSX wB97M-V def2-TZVPD def2/J DEFGRID3
* xyz 0 1
N -1.08 -0.36 -0.15
P 0.29 -0.85 -0.99
H 1.72 -1.47 0.75
N 1.16 -1.89 0.02
H -1.68 -1.12 0.14
H -0.25 0.34 1.69
H -1.80 1.07 1.18
H 1.69 -2.55 -0.52
C -0.10 1.78 0.08
C -0.84 0.68 0.82
H 0.35 2.50 0.76
S 1.25 1.04 -0.90
H -0.76 2.30 -0.61
O 0.04 -1.46 -2.28
*
```

Molar mass in g/mol: 138.1
Structure (SMILES): N[P@@]1(=O)NCCS1
Kohn-Sham gap in eV: 9.94
Energy above the lowest of the compared OMol25 structures with the same formula, charge and spin in kcal per mole: 0.0
DFT total energy in hartree: -1004.78784

2.
Entry from OMol25: a cluster of 2 separate species, C4H4FNO2 in total in a non-equilibrium geometry (wB97M-V/def2-TZVPD).

Geometry as ORCA input:
```
! RIJCOSX wB97M-V def2-TZVPD def2/J DEFGRID3
* xyz 0 1
O 1.17 2.20 0.78
N -1.26 -1.04 -0.12
O 0.72 -0.42 2.17
C 0.78 0.31 -0.58
H 2.59 1.46 -0.51
C 0.55 -1.38 1.53
C -0.21 -0.44 -0.15
H -0.06 -2.21 1.60
H -1.59 -1.94 0.18
C 1.50 1.41 -0.08
H 1.15 0.01 -1.56
F 1.42 -1.77 0.61
*
```

Molar mass in g/mol: 117.1
Structure (SMILES): N=C=CC=O.O=CF
Kohn-Sham gap in eV: 9.07
Energy above the lowest of the compared OMol25 structures with the same formula, charge and spin in kcal per mole: 74.3
DFT total energy in hartree: -459.78026